Entry w
Molecular formula: C2H4BrClIN
Method: DFT, ωB97M-V/def2-TZVPD

Computed properties:
Lowest unoccupied orbital energy (alpha / beta): -1.018 / -3.121 eV
HOMO-LUMO gap (alpha / beta): 9.1 / 5.1 eV
Net charge: 0
HOMO level (alpha / beta): -10.143 / -8.186 eV

Bonds (Å) are listed after each position.
Element x y z (Å)
1 C -1.710 1.153 0.140  N3 1.306, H8 1.072, H9 1.044
2 C -0.011 -0.164 -0.979  N3 1.277, Cl4 1.722, Br5 1.962
3 N -0.963 0.130 -0.180  C1 1.306, C2 1.277
4 Cl 0.893 0.795 -2.088  C2 1.722
5 Br 0.573 -2.035 -0.895  C2 1.962
6 I 0.368 -2.169 3.228  no bonds
7 H 2.235 -0.248 0.400  no bonds
8 H -1.958 1.973 -0.505  C1 1.072
9 H -1.940 1.257 1.154  C1 1.044
10 H 2.513 -0.690 -0.276  no bonds


Entry x
Molecular formula: C2H4BrClIN
Method: DFT, ωB97M-V/def2-TZVPD

Computed properties:
Lowest unoccupied orbital energy: -0.218 eV
Structure (SMILES): CN(I)[C@H](Cl)Br
HOMO-LUMO gap: 8.9 eV
Net charge: 0
HOMO level: -9.098 eV

Bonds (Å) are listed after each position.
Element x y z (Å)
1 C -0.863 0.893 0.698  N2 1.787, H7 1.090, H8 1.068, H9 1.087
2 N 0.399 0.529 -0.514  C1 1.787, I3 1.984, C4 1.428
3 I 2.148 1.286 0.038  N2 1.984
4 C 0.370 -0.870 -0.793  N2 1.428, Cl5 1.751, Br6 2.018, H10 1.124
5 Cl -1.187 -1.444 -1.349  C4 1.751
6 Br 0.952 -1.972 0.795  C4 2.018
7 H -1.765 0.708 0.113  C1 1.090
8 H -0.694 0.316 1.580  C1 1.068
9 H -0.481 1.885 0.924  C1 1.087
10 H 1.120 -1.331 -1.492  C4 1.124


The structure with the least stability is entry w.